This record from the Open Molecules 2025 dataset describes a cluster of 4 separate species, C12H32O4 in total. The level of theory is ωB97M-V/def2-TZVPD.

The SMILES is CC(C)O.CC(C)O.CC(C)O.CC(C)O. For the energy relative to the best compared isomer or geometry (same formula, charge and spin), the calculation gives 42.2 kcal/mol. As for the total energy: -21151.070 eV. The calculation puts the LUMO energy at 0.029 hartree.

```
48
C12H32O4, DFT ωB97M-V/def2-TZVPD
C -3.501 -4.567 -2.311
C -3.521 -3.280 -3.183
C -3.107 -2.028 -2.466
O -2.598 -3.474 -4.240
H -2.583 -5.139 -2.177
H -4.226 -5.246 -2.759
H -3.799 -4.404 -1.275
H -4.526 -3.144 -3.583
H -2.916 -1.174 -3.116
H -2.142 -2.400 -2.124
H -3.640 -1.849 -1.532
H -2.567 -2.683 -4.784
C -0.811 -2.576 0.991
C -0.646 -1.046 0.723
C -1.839 -0.301 1.406
O 0.467 -0.436 1.349
H 0.185 -3.015 1.030
H -1.139 -3.128 0.111
H -1.316 -2.939 1.887
H -0.529 -0.744 -0.318
H -2.794 -0.623 0.991
H -1.796 0.747 1.112
H -1.927 -0.351 2.491
H 1.304 -0.819 1.075
C 4.431 0.339 1.617
C 3.781 0.330 0.178
C 4.556 1.279 -0.759
O 3.664 -1.002 -0.190
H 5.160 -0.433 1.864
H 3.684 0.463 2.400
H 5.038 1.236 1.743
H 2.733 0.622 0.125
H 5.612 1.012 -0.799
H 4.598 2.315 -0.423
H 4.082 1.234 -1.740
H 4.359 -1.281 -0.791
C 0.016 5.354 0.760
C 0.387 3.966 1.408
C -0.794 3.471 2.315
O 0.556 2.861 0.502
H 0.775 5.706 0.060
H -0.186 6.055 1.569
H -0.938 5.167 0.266
H 1.323 3.981 1.967
H -1.147 4.156 3.087
H -0.595 2.503 2.774
H -1.701 3.238 1.758
H 0.573 2.048 1.012
```


This record from the Open Molecules 2025 dataset describes a structure of composition C12H33BF4MnN3O3. The level of theory is ωB97M-V/def2-TZVPD.

As for the spin multiplicity: 6. As for the total energy: -66459.776 eV. The charge is +1. The calculation puts the LUMO energy (spin up / spin down) at -0.084 / -0.085 hartree. The expectation value of S² is 8.75.

```
57
C12H33BF4MnN3O3, DFT ωB97M-V/def2-TZVPD
Mn 1.057 -15.095 -1.114
B 3.562 -15.105 -0.157
F 4.344 -15.801 0.698
F 2.897 -15.949 -0.953
F 2.577 -14.421 0.511
F 4.324 -14.154 -0.893
C -1.008 -17.584 1.623
C -0.742 -16.439 0.646
C -0.448 -15.082 1.354
O 0.033 -14.025 0.503
C 0.191 -12.779 1.269
N 0.460 -16.824 -0.076
H -0.183 -17.816 2.297
H -1.318 -18.489 1.101
H -1.823 -17.262 2.272
H -1.597 -16.272 -0.009
H 0.204 -15.301 2.199
H -1.342 -14.791 1.907
H 0.405 -11.928 0.622
H 0.965 -12.832 2.035
H -0.776 -12.630 1.749
H 0.187 -17.709 -0.479
H 1.164 -17.106 0.591
C 2.142 -11.267 -1.418
C 1.182 -12.212 -2.074
C 0.636 -11.617 -3.388
O -0.390 -12.508 -3.869
C -0.923 -12.184 -5.162
N 1.933 -13.529 -2.312
H 2.901 -11.070 -2.175
H 2.640 -11.660 -0.532
H 1.684 -10.317 -1.143
H 0.335 -12.379 -1.408
H 1.414 -11.568 -4.150
H 0.067 -10.719 -3.149
H -1.750 -12.883 -5.289
H -0.184 -12.346 -5.947
H -1.359 -11.186 -5.202
H 2.909 -13.316 -2.163
H 1.958 -13.522 -3.321
C -2.449 -15.583 -3.518
C -1.141 -15.896 -2.852
C 0.001 -16.257 -3.783
O 1.152 -16.486 -2.955
C 2.187 -17.299 -3.619
N -0.856 -14.715 -2.046
H -3.347 -15.729 -2.918
H -2.565 -16.293 -4.337
H -2.459 -14.649 -4.081
H -1.234 -16.724 -2.149
H 0.253 -15.515 -4.540
H -0.260 -17.183 -4.295
H 2.716 -16.821 -4.444
H 1.686 -18.145 -4.090
H 2.902 -17.671 -2.885
H -1.744 -14.605 -1.578
H -0.947 -14.018 -2.772
```


This record from the Open Molecules 2025 dataset describes a structure of composition C12H33ClFN3O3Pd. The level of theory is ωB97M-V/def2-TZVPD.

As for the spin multiplicity: 3. For the energy relative to the best compared isomer or geometry (same formula, charge and spin), the calculation gives 185.8 kcal/mol. As for the total energy: -42303.073 eV. The calculation puts the LUMO energy (spin up / spin down) at -0.006 / -0.168 hartree. The expectation value of S² is 2.01.

```
54
C12H33ClFN3O3Pd, DFT ωB97M-V/def2-TZVPD
Pd -1.211 0.252 0.183
Cl -3.593 -2.040 1.449
F 0.962 1.760 -1.189
C -1.051 -3.457 -3.462
C -0.392 -2.037 -3.675
C 0.021 -1.781 -5.171
O 0.608 -0.517 -5.345
C 0.983 -0.266 -6.650
N -1.273 -1.009 -3.211
H -0.312 -4.257 -3.506
H -1.786 -3.744 -4.213
H -1.603 -3.510 -2.523
H 0.421 -1.995 -2.950
H -0.883 -1.942 -5.759
H 0.705 -2.595 -5.410
H 1.589 -0.939 -7.257
H 1.455 0.697 -6.454
H 0.119 -0.137 -7.301
H -0.770 -0.182 -3.499
H -2.071 -1.159 -3.812
C -3.582 4.985 0.464
C -2.655 3.798 0.799
C -2.429 3.548 2.341
O -1.620 2.353 2.504
C -1.297 2.187 3.900
N -3.158 2.597 0.168
H -3.868 5.079 -0.584
H -3.203 5.957 0.781
H -4.566 4.819 0.904
H -1.724 4.040 0.286
H -3.376 3.484 2.876
H -2.036 4.489 2.727
H -2.142 2.127 4.586
H -0.760 3.100 4.156
H -0.620 1.346 4.048
H -3.171 2.806 -0.820
H -4.133 2.634 0.429
C 2.011 -3.650 2.106
C 1.989 -2.298 2.877
C 3.403 -1.930 3.250
O 3.569 -0.538 3.664
C 4.833 -0.061 3.947
N 1.479 -1.203 2.088
H 2.520 -3.620 1.143
H 1.144 -4.304 2.013
H 2.639 -4.292 2.723
H 1.291 -2.488 3.692
H 4.171 -2.131 2.503
H 3.765 -2.618 4.014
H 5.306 -0.666 4.721
H 4.805 1.003 4.181
H 5.547 -0.040 3.123
H 1.737 -0.485 2.749
H 2.215 -1.171 1.396
```